# 1
Computed, not measured: a 3-piece molecular cluster, C12H16O6 overall in a non-equilibrium geometry, with ωB97M-V/def2-TZVPD.

Energy above the lowest of the compared OMol25 structures with the same formula, charge and spin in kJ/mol: 381.5
Total energy in eV: -24983.804
SMILES: O=C1C=C(O)C(=O)C=C1O.CC(C)=O.CC(C)=O
Frontier orbital gap in eV: 7.37
LUMO energy in eV: -1.54
E_HOMO in hartree: -0.327

Each line ends with the Löwdin charge.
CARTESIAN COORDINATES (ANGSTROEM)
C  3.161  -3.010  -0.717  -0.356
O  -0.671  -4.770  -1.152  0.061
C  -1.118  4.550  -0.121  -0.041
H  0.075  0.022  4.107  0.075
H  -1.892  1.435  0.545  0.025
H  -0.474  1.803  3.970  0.098
H  -2.887  3.926  -1.854  0.098
H  -2.434  2.090  1.825  0.046
H  -2.935  0.522  1.393  0.134
O  -0.534  -2.323  0.042  0.068
C  3.051  -4.318  -1.300  -0.166
H  -1.931  4.565  -3.372  0.112
C  -0.787  4.022  -1.553  -0.492
C  0.508  -4.357  -1.059  -0.327
O  4.309  -2.512  -0.719  0.081
H  -1.575  3.769  0.640  0.090
O  0.063  0.048  1.465  0.057
C  1.697  -4.969  -1.634  0.093
H  -2.056  5.165  0.000  0.071
C  1.976  -2.435  -0.102  0.062
O  0.322  3.539  -1.732  0.054
H  1.696  -6.053  -2.189  0.171
C  -1.985  1.186  1.529  -0.031
H  -0.407  5.210  0.367  0.065
H  4.908  -4.432  -1.942  0.088
H  -1.510  0.380  4.328  0.075
C  0.679  -2.959  -0.297  -0.092
H  -1.789  2.829  -3.017  0.100
H  -0.376  -1.505  0.499  0.038
C  -0.778  0.529  2.199  -0.398
O  4.124  -4.916  -1.857  0.102
C  -0.665  0.734  3.746  -0.003
H  2.163  -1.582  0.448  0.087
C  -1.931  3.819  -2.488  -0.047

# 2
Computed, not measured: C12H16Si as an isolated structure in a non-equilibrium geometry, with ωB97M-V/def2-TZVPD.

Energy above the lowest of the compared OMol25 structures with the same formula, charge and spin in kJ/mol: 492.4
Total energy in eV: -20576.818
Frontier orbital gap (alpha / beta) in eV: 6.78 / 7.38
LUMO energy (alpha / beta) in eV: 0.03 / -0.26
E_HOMO (alpha / beta) in hartree: -0.248 / -0.281

Each line ends with the Löwdin charge.
CARTESIAN COORDINATES (ANGSTROEM)
H  -2.675  -1.442  -0.716  0.002
C  0.222  0.992  -2.359  -0.098
H  -1.854  2.231  2.312  0.066
Si  -1.527  -0.501  -0.197  0.735
H  2.461  -2.528  2.471  0.082
H  4.095  0.176  -1.302  0.101
H  -2.075  2.930  0.769  0.094
H  1.258  1.187  -2.314  0.034
C  -0.078  -0.102  -1.369  -0.231
C  -3.855  0.890  0.984  -0.141
C  2.017  -1.931  1.729  -0.080
C  -2.321  0.821  0.852  -0.379
H  3.930  -1.225  -1.706  0.061
C  2.268  -0.882  -0.467  -0.212
C  0.022  -1.181  0.617  -0.199
C  3.223  -0.467  -1.530  -0.045
H  -0.002  -2.394  2.496  0.113
C  2.756  -1.434  0.687  -0.072
C  -1.732  2.032  1.292  -0.163
H  2.724  -0.182  -2.422  0.057
H  -4.215  1.323  0.061  0.068
H  3.828  -1.445  0.645  0.111
C  0.863  -0.690  -0.478  -0.228
C  0.596  -1.868  1.699  -0.069
H  -0.118  0.568  -3.382  0.106
H  -0.662  1.986  1.020  0.081
H  -0.496  1.822  -2.249  0.073
H  -4.301  1.406  1.845  0.075
H  -4.352  -0.092  1.015  0.057

# 3
Computed, not measured: a 2-piece molecular cluster, C12H17BBrFN2O5 overall, with ωB97M-V/def2-TZVPD.

Total energy in eV: -99374.399
SMILES: COCCC[C@](Br)(C#N)[C@H](C#N)B(C)O.O=C1OC[C@@H](F)O1
Frontier orbital gap in eV: 10.73
LUMO energy in eV: 0.01
E_HOMO in hartree: -0.394

Each line ends with the Löwdin charge.
CARTESIAN COORDINATES (ANGSTROEM)
C  -0.750  0.593  -1.395  -0.201
O  -3.243  2.702  -0.275  0.167
C  -2.075  -0.177  -1.332  -0.724
O  2.406  -3.185  3.743  0.132
C  -5.334  1.324  -0.078  -0.009
O  4.340  -2.369  3.003  0.072
B  -3.927  1.609  -0.696  -0.584
H  4.553  1.248  0.509  0.087
H  2.056  0.412  -1.854  0.134
C  3.331  -1.859  2.128  -0.049
H  4.244  0.817  -1.189  0.092
H  3.694  2.379  -0.567  0.091
H  -0.916  1.642  -1.154  0.116
H  3.519  -0.819  1.881  0.119
C  0.396  0.063  -0.530  -0.183
C  -3.300  0.648  -1.846  -0.217
C  2.076  -2.065  2.949  -0.314
N  -2.542  2.085  -3.882  0.193
H  -5.293  1.499  0.998  0.075
N  -1.829  -2.298  -2.836  0.202
O  2.626  0.735  0.110  -0.200
H  3.300  -2.457  1.216  0.148
C  -2.914  1.446  -3.001  -0.207
C  3.841  1.325  -0.307  -0.106
H  0.519  -1.005  -0.724  0.123
F  0.995  -2.358  2.188  0.068
Br  -2.517  -0.787  0.468  0.929
H  1.413  1.870  -1.093  0.129
H  0.180  0.196  0.528  0.096
H  -6.056  2.026  -0.501  0.079
H  1.820  -1.229  3.603  0.174
H  -2.516  2.962  -0.853  0.100
H  -5.683  0.307  -0.249  0.062
O  4.345  -3.911  4.646  0.187
C  1.658  0.813  -0.913  -0.245
H  -4.055  -0.068  -2.172  0.146
C  -1.952  -1.376  -2.163  -0.265
C  3.764  -3.229  3.875  -0.550
H  -0.422  0.549  -2.435  0.135

# 4
Computed, not measured: C12H17BN6ReS3 as an isolated structure in a non-equilibrium geometry, with ωB97M-V/def2-TZVPD.

Energy above the lowest of the compared OMol25 structures with the same formula, charge and spin in kJ/mol: 0.0
Total energy in eV: -56957.114
Frontier orbital gap (alpha / beta) in eV: 6.24 / 6.11
Multiplicity: 2
LUMO energy (alpha / beta) in eV: -8.69 / -8.79
Net charge: +2
E_HOMO (alpha / beta) in hartree: -0.549 / -0.548

Each line ends with the Löwdin charge.
CARTESIAN COORDINATES (ANGSTROEM)
H  4.711  0.323  -1.979  0.041
C  -2.968  3.404  2.811  0.024
H  -1.842  0.220  2.632  0.119
C  -2.087  3.967  1.895  0.042
H  -2.393  -1.525  -2.913  0.161
C  5.111  1.267  -1.620  -0.380
C  0.029  -2.124  1.668  -0.155
S  2.539  0.747  0.021  0.676
H  -0.059  4.667  0.045  0.161
H  -3.697  4.025  3.314  0.139
C  -0.187  3.624  0.308  0.005
C  -1.170  3.154  1.265  -0.225
S  -0.781  0.242  -1.396  0.748
H  -3.571  1.574  3.783  0.135
H  -0.306  -4.354  -1.028  0.106
N  0.228  -2.360  -1.411  0.078
H  5.388  1.221  -0.570  0.044
N  -1.101  1.818  1.542  -0.077
C  -0.104  -3.721  -1.888  -0.063
H  0.726  -4.129  -2.457  0.136
C  2.615  2.265  -0.983  -0.957
H  -2.210  -4.060  -2.438  0.135
H  -1.210  -3.834  1.202  0.040
N  1.636  3.106  -0.951  -0.039
C  -1.357  -3.468  -2.757  -0.059
H  5.998  1.516  -2.201  0.055
C  -0.689  -1.493  -1.761  -0.665
N  -1.619  -2.034  -2.516  0.064
N  0.593  2.715  -0.168  -0.252
H  -2.108  5.026  1.672  0.142
B  -0.173  -3.641  1.811  -0.357
S  3.976  2.635  -1.944  0.984
H  -1.176  -3.636  -3.816  0.134
C  -1.946  1.279  2.438  -0.061
N  0.221  -0.996  1.426  -0.082
H  0.986  -2.165  -0.777  0.125
H  0.792  -4.109  1.241  0.046
H  -0.256  -3.953  2.967  0.042
C  -2.900  2.045  3.079  0.012
Re  0.359  0.762  0.455  0.974

# 5
Computed, not measured: C12H17Br4IrO9P3 as an isolated structure, with ωB97M-V/def2-TZVPD.

Energy above the lowest of the compared OMol25 structures with the same formula, charge and spin in kJ/mol: 24.0
Total energy in eV: -342029.473
Frontier orbital gap (alpha / beta) in eV: 7.21 / 6.39
Multiplicity: 2
LUMO energy (alpha / beta) in eV: -1.48 / -2.78
E_HOMO (alpha / beta) in hartree: -0.319 / -0.337

Each line ends with the Löwdin charge.
CARTESIAN COORDINATES (ANGSTROEM)
H  -2.140  -2.999  1.988  0.079
C  1.287  -2.653  -0.600  -0.361
Ir  0.627  1.036  -0.550  1.314
H  -2.459  -2.806  0.271  0.067
O  0.542  1.208  1.418  -0.400
C  -0.672  3.522  -0.712  -0.354
O  3.807  -0.944  -0.644  -0.127
C  -2.313  5.286  -0.492  -0.731
C  -0.850  -1.557  1.033  -0.363
O  2.497  2.163  2.818  -0.228
O  2.752  0.000  1.393  -0.297
H  1.195  -3.539  1.384  0.066
H  -1.052  -3.724  0.812  0.065
H  -1.992  -2.687  -3.277  0.077
C  -3.338  4.304  -0.200  -0.729
H  2.039  -2.392  -1.345  0.075
C  -1.238  -2.760  -2.493  -0.141
Br  0.353  6.099  -1.150  0.848
H  -1.501  -0.688  1.148  0.076
H  -0.333  -3.164  -2.945  0.071
H  -1.596  -3.477  -1.754  0.060
H  2.462  -2.328  1.217  0.050
H  -1.934  -0.936  -1.540  0.075
O  2.621  1.262  -0.757  -0.424
P  3.639  0.472  0.094  0.238
O  4.929  1.054  0.440  -0.231
C  1.938  -3.124  0.701  -0.126
H  -0.158  -1.524  1.877  0.071
P  1.840  0.979  2.277  0.237
Br  -4.305  1.627  0.171  0.816
C  -3.044  2.969  -0.179  -0.654
H  4.738  -1.195  -0.611  0.094
Br  -5.083  4.879  0.152  0.773
H  2.654  -3.915  0.479  0.082
H  -0.621  -0.704  -2.659  0.076
H  1.580  0.302  4.275  0.090
P  0.149  -1.233  -0.451  0.878
C  -1.716  2.537  -0.432  -0.349
C  -0.997  -1.380  -1.885  -0.374
O  -1.391  1.296  -0.469  -0.219
O  0.505  3.090  -0.954  -0.124
C  -1.026  4.907  -0.750  -0.658
O  1.347  -0.042  3.404  -0.107
H  0.694  -3.473  -1.010  0.068
Br  -2.772  7.100  -0.513  0.772
C  -1.666  -2.847  1.019  -0.123

# 6
Computed, not measured: C12H17ClO3Pb as an isolated structure in a non-equilibrium geometry, with ωB97M-V/def2-TZVPD.

Total energy in eV: -36610.595
Frontier orbital gap (alpha / beta) in eV: 5.22 / 3.81
LUMO energy (alpha / beta) in eV: -11.64 / -12.36
Net charge: +2
E_HOMO (alpha / beta) in hartree: -0.620 / -0.594

Each line ends with the Löwdin charge.
CARTESIAN COORDINATES (ANGSTROEM)
H  -0.128  2.329  1.881  0.111
C  -2.320  -1.393  -1.795  0.048
C  -0.934  0.920  3.280  -0.055
C  1.320  -1.755  -2.658  -0.007
O  -3.631  2.683  0.970  0.080
H  2.196  -0.375  3.435  0.092
H  -1.749  0.666  2.621  0.061
C  -2.199  -0.456  -2.869  0.001
C  -0.133  -1.535  -2.618  -0.260
H  -3.214  -1.534  -1.223  0.141
H  1.066  -1.402  0.785  0.090
C  2.300  -0.941  2.507  -0.047
H  -0.655  0.035  3.834  0.083
C  0.212  1.459  2.461  -0.245
H  0.178  -1.362  2.306  0.128
C  1.000  -0.870  1.749  -0.253
H  3.055  -0.437  1.913  0.088
O  1.197  4.447  -1.374  0.163
C  -1.076  -2.054  -1.667  -0.020
Pb  0.181  0.929  -1.164  1.434
C  -0.878  -0.550  -3.368  -0.110
H  1.613  -2.520  -3.389  0.159
C  0.967  3.461  -1.835  -0.298
H  1.871  -0.816  -2.890  0.031
C  -3.241  1.908  0.244  0.007
H  -1.346  1.635  3.970  0.096
H  -0.838  -2.790  -0.919  0.134
H  0.991  1.885  3.122  0.139
O  0.695  0.529  1.474  -0.365
H  -0.441  0.070  -4.139  0.136
H  2.712  -1.908  2.773  0.096
H  -3.014  0.172  -3.218  0.150
H  1.712  -2.076  -1.672  0.119
Cl  2.532  1.644  -2.527  0.075

Q: total energy of number 2 (C12H16Si)?
A: -20576.818 eV